[1]
C25H28AsBrN2O2Sc | ωB97M-V/def2-TZVPD

Element x y z (Å)
1 Sc 0.00000 0.00000 0.00000
2 O -2.77010 -2.48290 4.15410
3 C -1.44100 -2.72520 4.39290
4 C -1.09700 -3.56990 5.45800
5 C 0.24010 -3.87630 5.70690
6 C 1.23070 -3.34750 4.88780
7 C 0.88080 -2.50900 3.82590
8 C -0.46150 -2.15590 3.55950
9 C -0.85110 -1.26650 2.35330
10 O 0.15830 -0.49270 1.99240
11 N -1.20490 -2.18000 1.24220
12 N -1.19860 -1.67400 -0.01850
13 C -0.81710 -2.57000 -0.86320
14 C -0.56780 -2.20380 -2.26650
15 Br 0.14760 -0.50760 -2.45430
16 C -0.90840 -3.09590 -3.20720
17 C -0.85020 -2.91680 -4.66330
18 C 0.31990 -2.54210 -5.33100
19 C 0.32710 -2.40610 -6.72220
20 C -0.82980 -2.65960 -7.45790
21 C -1.99550 -3.05170 -6.80440
22 C -2.00400 -3.18310 -5.41410
23 H -3.26440 -2.73410 4.94600
24 H -1.86250 -4.00950 6.08730
25 H 0.50870 -4.53350 6.52700
26 H 2.27660 -3.58190 5.05720
27 H 1.66260 -2.11300 3.17920
28 H -1.78880 -0.76710 2.63900
29 H -2.13340 -2.51750 1.49100
30 H -0.64460 -3.62720 -0.59020
31 H -1.35420 -4.03980 -2.89790
32 H 1.23490 -2.34880 -4.77580
33 H 1.23810 -2.09880 -7.22850
34 H -0.82260 -2.54930 -8.53860
35 H -2.90020 -3.24990 -7.37250
36 H -2.92490 -3.48140 -4.91720
37 C 4.61800 -0.39080 -0.18810
38 As 2.68910 0.00000 0.00000
39 C 2.74560 0.07330 1.96860
40 C 2.70750 1.62140 -1.14060
41 C 3.78040 2.59050 -0.72940
42 C 4.81680 2.93120 -1.61470
43 C 5.80700 3.83740 -1.22200
44 C 5.76790 4.41010 0.05260
45 C 4.73830 4.07870 0.93650
46 C 3.74770 3.17290 0.54860
47 H 5.22650 0.43290 0.23770
48 H 4.86650 -0.51580 -1.26220
49 H 4.85600 -1.33040 0.35150
50 H 3.67830 0.56940 2.30740
51 H 2.70650 -0.95760 2.37640
52 H 1.87210 0.64850 2.33770
53 H 1.72460 2.13030 -1.05360
54 H 2.83140 1.29260 -2.19460
55 H 4.86050 2.49580 -2.60510
56 H 6.60480 4.09590 -1.90560
57 H 6.53430 5.11200 0.35470
58 H 4.70600 4.52430 1.92250
59 H 2.95280 2.92840 1.24180
60 H -1.08320 1.51270 0.00000

Atomic forces in eV per Å
0.123 2.230 3.369
0.087 0.248 -0.151
0.343 -0.251 0.334
0.729 0.119 -0.206
-0.297 0.197 -0.209
-0.104 0.345 -0.445
-0.582 0.071 -0.018
0.002 -0.783 0.152
-1.122 -1.322 1.752
0.569 1.603 -2.614
-1.395 -1.970 2.742
1.085 -1.218 -1.096
-0.209 0.140 -1.165
-0.926 -2.228 0.880
0.061 0.510 -2.793
0.255 0.764 -0.683
-0.005 -0.065 -0.572
-0.019 0.278 -0.250
-0.169 -0.066 0.250
0.092 0.030 0.185
0.108 0.070 0.372
0.007 -0.049 -0.340
-0.025 0.035 -0.252
-0.106 0.089 -0.071
-0.093 0.071 -0.061
-0.138 0.004 0.018
-0.396 -0.170 0.259
0.218 0.585 0.045
-0.013 -0.424 -0.355
-0.383 0.643 0.147
0.075 0.190 0.353
-0.133 -0.089 -0.034
-0.137 -0.090 0.096
0.011 -0.035 0.170
0.147 0.025 0.121
0.176 0.010 -0.027
0.162 -0.744 -0.504
1.860 -1.200 0.112
0.385 1.743 0.594
-0.345 0.912 0.564
0.398 0.533 -0.089
-0.052 0.180 0.674
-0.373 -0.100 0.419
-0.242 -0.284 -0.212
-0.059 -0.266 -0.443
0.544 0.203 -0.417
-0.644 -0.334 -0.228
-0.079 0.063 0.670
-0.210 0.559 -0.351
-0.462 -0.276 -0.261
0.006 0.769 -0.749
0.778 -0.534 0.043
0.254 -0.167 -0.186
-0.073 -0.108 0.718
-0.073 -0.042 -0.018
-0.021 -0.008 -0.007
-0.018 -0.020 -0.014
-0.014 -0.011 -0.028
-0.079 -0.027 0.007
0.521 -0.342 -0.196

The value obtained for the HOMO-LUMO gap is 6.8 eV. Its LUMO energy is -4.015 eV. Its net charge is +1. The calculation puts the HOMO energy at -0.397 Ha. The value obtained for the molecular weight is 588.29 g mol⁻¹. The total energy comes out at -185027.2236 eV.

[2]
C25H28Br2N4O4PtSe | ωB97M-V/def2-TZVPD

Element x y z (Å)
1 Pt 0.09056 -0.95832 1.89173
2 Br 0.62074 1.65130 3.80268
3 C -0.89819 1.83331 2.69969
4 C -1.57596 3.02708 2.53522
5 C -2.68904 3.03502 1.70780
6 C -3.09173 1.86697 1.07284
7 C -2.34914 0.72617 1.28704
8 N -1.27936 0.71161 2.09108
9 C -2.57842 -0.62663 0.67253
10 O -3.72994 -1.07888 0.58413
11 O -1.51972 -1.25218 0.34896
12 H -1.24939 3.91936 3.04841
13 H -3.24269 3.95298 1.56374
14 H -3.95833 1.82674 0.42821
15 Br 1.58679 -2.59391 4.62112
16 C 2.58708 -2.60333 3.01094
17 C 3.80588 -3.24636 2.91748
18 C 4.48316 -3.17948 1.70832
19 C 3.94879 -2.44468 0.65808
20 C 2.74110 -1.80711 0.85032
21 N 2.05159 -1.92632 1.99808
22 C 2.14888 -0.81859 -0.14915
23 O 2.39471 -0.93686 -1.34512
24 O 1.45320 0.11182 0.39076
25 H 4.21249 -3.78070 3.76334
26 H 5.43473 -3.68183 1.59895
27 H 4.46182 -2.35098 -0.28831
28 N -3.25986 -3.92650 0.95813
29 C -3.27827 -4.15473 2.42401
30 C -2.25811 -3.24385 3.10579
31 N -0.94649 -3.22877 2.40298
32 C -0.82766 -4.29067 1.38302
33 C -1.95312 -4.30558 0.34745
34 H -3.48225 -2.88169 0.75500
35 H -4.01442 -4.44019 0.50711
36 H -3.06603 -5.20420 2.62417
37 H -4.26862 -3.92443 2.81148
38 H -2.64586 -2.22512 3.14802
39 H -2.14024 -3.58389 4.13561
40 H -0.22090 -3.41622 3.08564
41 H -0.78981 -5.26737 1.87500
42 H 0.11527 -4.15627 0.85364
43 H -2.02810 -5.31373 -0.05683
44 H -1.74142 -3.61409 -0.46067
45 C 1.76262 6.05111 -5.08560
46 C 1.41906 4.86170 -4.25522
47 C 0.08862 4.48568 -4.05430
48 C -0.25660 3.35915 -3.33799
49 C -1.71089 3.02662 -3.14549
50 C 0.78958 2.55705 -2.80975
51 Se 0.39279 0.91907 -2.04064
52 C 2.14879 2.96265 -2.92997
53 C 3.24228 2.17502 -2.27192
54 C 2.42933 4.09450 -3.65658
55 H 0.88455 6.64703 -5.32246
56 H 2.21358 5.72290 -6.02579
57 H 2.50118 6.67867 -4.58600
58 H -0.70501 5.09074 -4.47729
59 H -2.18425 2.81945 -4.10617
60 H -2.23112 3.87875 -2.70693
61 H -1.85523 2.16300 -2.49704
62 H 3.09026 2.15145 -1.18985
63 H 4.21385 2.61914 -2.47373
64 H 3.24953 1.14137 -2.62297
65 H 3.46337 4.39605 -3.77270

Atomic forces in eV per Å
-0.082 0.268 -0.466
-0.150 0.214 -0.056
0.081 -0.317 0.147
-0.014 0.033 0.092
0.015 -0.034 -0.017
-0.088 -0.104 0.039
0.126 -0.072 0.058
0.475 0.069 -0.063
-0.850 -0.295 -0.021
0.470 -0.108 -0.034
0.461 -0.331 0.076
0.041 -0.018 0.001
0.005 0.009 -0.001
-0.015 0.008 0.029
0.270 -0.085 -0.021
-0.275 0.042 -0.072
0.044 -0.053 0.070
-0.072 0.026 0.031
0.021 -0.025 -0.018
0.005 0.124 -0.089
-0.179 -0.125 0.062
0.082 0.039 -0.165
0.063 0.005 0.201
-0.263 -0.093 0.173
-0.021 0.019 0.019
0.005 -0.002 -0.004
-0.050 0.056 -0.017
-0.510 1.330 -0.308
0.088 0.136 0.572
0.019 0.058 -0.159
-0.088 0.057 0.117
-0.004 -0.028 0.124
0.577 0.082 -0.117
0.346 -0.732 0.166
-0.030 -0.087 0.024
-0.045 -0.022 -0.159
-0.043 -0.042 -0.100
-0.050 -0.026 -0.062
-0.018 -0.023 -0.003
-0.100 -0.033 0.085
0.056 -0.008 -0.010
-0.008 -0.030 -0.014
-0.110 0.029 0.000
-0.138 0.114 -0.002
0.055 0.033 -0.050
-0.111 -0.093 0.091
-0.039 -0.021 0.003
-0.125 -0.012 -0.023
0.099 0.004 -0.112
0.003 -0.177 0.054
-0.058 0.359 -0.193
0.190 -0.013 0.050
-0.059 -0.024 -0.036
0.014 -0.063 0.027
0.009 0.017 0.011
-0.008 -0.002 0.001
-0.017 0.007 0.013
0.029 0.028 -0.005
-0.004 -0.046 0.020
-0.002 -0.026 0.034
-0.099 0.009 0.005
0.024 -0.023 -0.001
0.005 -0.008 -0.005
0.052 0.002 0.016
-0.008 0.023 -0.006

The value obtained for the HOMO-LUMO gap (alpha / beta) is 8.3 / 6.6 eV. Its LUMO energy (alpha / beta) is -5.091 / -7.379 eV. Its net charge is +2. The expectation value of S² is 6.029. The calculation puts the HOMO energy (alpha / beta) at -0.493 / -0.515 Ha. The value obtained for the molecular weight is 882.37 g mol⁻¹. Its spin multiplicity is 5. The total energy comes out at -249192.3136 eV.

[3]
C25H28Cl2N12OSW | ωB97M-V/def2-TZVPD

Element x y z (Å)
1 W 0.57158 -0.15861 0.62516
2 Cl 0.23956 -0.88370 3.59021
3 C -1.49636 -1.01289 3.67433
4 C -2.00604 -1.59365 4.82216
5 C -3.37429 -1.73705 4.96241
6 C -4.21366 -1.29637 3.95431
7 C -3.68065 -0.71771 2.81633
8 Cl -4.79418 -0.18172 1.59881
9 C -2.29973 -0.55311 2.62855
10 S -1.73507 0.27027 1.18204
11 H -1.32558 -1.93421 5.58960
12 H -3.78413 -2.19498 5.85166
13 H -5.28628 -1.39921 4.03678
14 C -0.56021 4.00792 -1.68587
15 N 0.44106 4.18565 -0.64074
16 C 0.39225 5.48344 0.03063
17 C 0.79470 3.06856 0.06741
18 N 0.23836 1.92241 -0.06088
19 N 1.87279 3.23027 0.91453
20 C 2.33616 2.28301 1.79927
21 N 3.32089 2.69039 2.62250
22 N 1.83356 1.09400 1.84886
23 H -0.57290 4.90465 -2.30023
24 H -1.56625 3.85133 -1.27948
25 H -0.28908 3.16563 -2.32194
26 H 0.26487 6.25195 -0.72751
27 H 1.31325 5.70806 0.56287
28 H -0.44108 5.54352 0.73699
29 H -0.58002 1.95240 -0.65507
30 H 2.42163 4.06343 0.79926
31 H 3.76926 3.57664 2.47230
32 H 3.87717 1.95519 3.05836
33 H 2.32800 0.53536 2.54047
34 C -3.61723 -3.31348 -1.85106
35 N -2.83134 -2.20232 -2.35939
36 C -3.59726 -0.96836 -2.29750
37 C -1.59417 -2.08248 -1.60012
38 C -0.59046 -1.14575 -2.24306
39 C -0.54593 -1.15323 -3.64102
40 C 0.35507 -0.38426 -4.35136
41 C 1.25078 0.41880 -3.65840
42 C 1.21120 0.43347 -2.27421
43 C 0.30375 -0.33411 -1.52143
44 H -4.53159 -3.41460 -2.43663
45 H -3.89955 -3.17747 -0.79320
46 H -3.04915 -4.24048 -1.93534
47 H -4.50016 -1.06789 -2.90125
48 H -3.00782 -0.14296 -2.70022
49 H -3.88934 -0.71270 -1.26654
50 H -1.14402 -3.07978 -1.55481
51 H -1.80289 -1.77197 -0.57039
52 H -1.25543 -1.78585 -4.15955
53 H 0.36367 -0.41530 -5.43355
54 H 1.97774 1.02400 -4.18721
55 H 1.93621 1.05786 -1.76032
56 N 3.96460 -1.01476 -1.54372
57 C 3.74473 -0.76291 -0.24051
58 O 2.56008 -0.84260 0.19957
59 C 4.84368 -0.42857 0.59280
60 C 6.14519 -0.31118 0.04878
61 N 7.20100 -0.19333 -0.40147
62 C 4.63478 -0.21350 1.96164
63 N 4.44266 0.01204 3.08215
64 H 4.89820 -1.07029 -1.91322
65 H 3.17936 -1.27152 -2.11806
66 N 0.28022 -2.15632 0.84696
67 C -0.13600 -3.25415 0.92186
68 N -0.66237 -4.38367 1.08382
69 C -0.40930 -5.40165 0.26346
70 N -0.23846 -6.32961 -0.40154

Atomic forces in eV per Å
-0.147 -0.116 -0.252
0.035 0.124 0.109
-0.002 -0.060 -0.050
-0.002 -0.021 -0.003
0.009 0.005 -0.002
-0.007 0.003 -0.001
-0.004 -0.029 0.012
-0.004 -0.001 -0.006
0.000 -0.115 -0.076
0.035 0.210 0.130
-0.003 -0.003 0.001
0.000 -0.002 0.001
0.000 0.001 -0.001
-0.007 -0.006 0.012
0.003 0.009 -0.003
-0.010 -0.009 -0.001
0.012 0.002 -0.008
-0.041 -0.044 0.001
-0.024 0.022 0.023
-0.061 -0.007 -0.011
0.042 -0.015 -0.006
0.013 -0.012 -0.010
0.002 -0.002 -0.002
0.000 0.003 0.000
-0.001 -0.001 0.000
0.012 0.003 0.001
-0.003 -0.002 0.009
-0.005 0.004 -0.006
0.015 0.000 -0.015
0.011 -0.013 -0.008
-0.009 0.010 0.007
-0.015 0.007 0.011
0.022 0.004 -0.012
-0.002 -0.004 0.003
-0.013 -0.003 0.000
0.004 0.000 -0.002
0.005 0.001 -0.012
-0.004 0.010 0.041
-0.003 0.006 -0.013
0.001 0.001 -0.007
0.005 0.004 0.010
-0.007 -0.024 -0.032
0.151 0.023 0.044
0.001 0.001 -0.001
0.000 0.002 -0.002
0.002 0.001 0.001
-0.004 0.000 0.004
-0.005 -0.003 -0.003
0.002 0.004 0.005
-0.001 0.000 0.005
-0.014 0.006 0.013
0.005 0.002 0.001
0.002 0.000 0.000
0.000 0.001 -0.001
-0.003 -0.003 0.002
0.003 -0.015 0.007
-0.039 -0.039 -0.101
0.024 0.022 0.139
-0.052 -0.055 -0.093
0.081 0.085 0.210
-0.042 -0.046 -0.117
0.081 0.021 -0.001
-0.034 -0.018 0.004
-0.001 0.009 0.000
-0.005 0.007 0.001
0.030 0.063 0.103
-0.079 0.002 -0.043
0.046 0.002 -0.050
0.039 -0.021 0.076
-0.040 0.009 -0.034

The value obtained for the HOMO-LUMO gap (alpha / beta) is 6.9 / 7.6 eV. Its LUMO energy (alpha / beta) is -0.534 / -0.554 eV. The expectation value of S² is 2.016. The calculation puts the HOMO energy (alpha / beta) at -0.275 / -0.300 Ha. The value obtained for the molecular weight is 799.39 g mol⁻¹. Its spin multiplicity is 3. The total energy comes out at -84014.7556 eV.

[4]
C25H28Cl5O2Pd | ωB97M-V/def2-TZVPD

Element x y z (Å)
1 O -0.19145 -0.39433 -3.78897
2 C 0.05363 0.87826 -4.49223
3 C 0.05564 0.26914 -5.88180
4 H 1.04889 1.26363 -4.24572
5 H -0.73907 1.62222 -4.30412
6 C -0.04495 -1.04876 -5.08243
7 H 1.00070 0.43129 -6.40910
8 H -0.81404 0.54931 -6.48616
9 C 1.27432 -1.78790 -5.13049
10 H 2.10442 -1.10422 -4.92803
11 H 1.42948 -2.21117 -6.12634
12 H 1.27174 -2.60498 -4.40924
13 C -1.23679 -1.90525 -5.46010
14 H -2.16857 -1.33187 -5.43491
15 H -1.28814 -2.76959 -4.79880
16 H -1.10327 -2.27266 -6.48171
17 Pd -0.36628 -0.54451 2.55804
18 C -2.50584 -0.75897 3.48907
19 C -2.18953 0.62852 3.34423
20 C -2.04100 0.91134 1.94696
21 H -2.09984 1.34273 4.15411
22 C -2.29095 -0.31310 1.23908
23 C -2.60802 -1.32417 2.18475
24 H -2.90600 -2.33889 1.92746
25 H -2.68214 -1.29489 4.41107
26 H -1.81111 1.88186 1.51220
27 H -2.30216 -0.44627 0.16532
28 C 1.06410 -2.32049 3.44082
29 C -0.08219 -2.82755 2.75072
30 C 0.03111 -2.44438 1.36605
31 H -0.87408 -3.42699 3.18716
32 C 1.23045 -1.66195 1.22939
33 C 1.85336 -1.58975 2.51248
34 H 2.79087 -1.07907 2.71480
35 H 1.30662 -2.50509 4.48222
36 H -0.64497 -2.70466 0.55713
37 H 1.63338 -1.25958 0.30376
38 O 1.29190 0.73128 -2.00585
39 C 0.17774 0.05819 -1.33963
40 C -1.06070 0.88612 -1.62925
41 H 0.36131 0.10635 -0.24471
42 H 0.09573 -0.98113 -1.65167
43 C -0.50220 2.28326 -1.46489
44 H -1.93052 0.63033 -1.03653
45 H -1.37250 0.78479 -2.66236
46 C 0.96337 2.13494 -1.92878
47 H -0.53968 2.57153 -0.41110
48 H -1.09942 3.01086 -2.04796
49 H 1.68061 2.61216 -1.24345
50 H 1.05754 2.61097 -2.93891
51 Cl -0.48386 -0.71095 5.96623
52 C 0.47071 0.55903 5.32177
53 C 0.62917 0.69149 3.96106
54 C 1.46473 1.62778 3.42026
55 Cl 1.64033 1.69853 1.69751
56 C 2.14038 2.54970 4.25392
57 Cl 3.11831 3.77115 3.56673
58 C 1.95583 2.46623 5.65170
59 Cl 2.71365 3.60655 6.67133
60 C 1.13206 1.45458 6.19528
61 Cl 0.93717 1.33900 7.88264

Atomic forces in eV per Å
-0.044 0.515 -2.899
0.218 0.353 0.395
-0.249 0.001 0.488
-0.476 -0.066 0.174
0.424 -0.229 0.110
0.124 -0.357 -0.878
-0.333 -0.155 -0.123
0.226 -0.276 0.009
-0.027 -0.303 -0.090
-0.135 -0.132 0.169
-0.020 -0.025 -0.012
0.143 0.019 0.104
0.225 -0.087 0.031
0.140 -0.099 0.192
-0.241 -0.022 0.087
0.025 0.000 0.030
1.107 1.741 1.672
-0.866 0.052 -0.781
-0.850 -0.012 -0.526
-0.360 -0.132 0.286
0.152 -0.138 -0.151
-1.194 -0.274 0.329
-1.529 0.714 -0.355
0.291 0.248 0.194
0.059 0.170 -0.086
-0.048 -0.293 0.124
0.021 -0.147 0.477
0.325 -0.100 -0.601
0.782 -0.897 -1.358
0.864 -1.368 0.521
0.146 0.169 -0.086
0.157 -0.522 0.533
0.499 -1.144 -0.497
-0.295 -0.040 0.053
-0.157 0.244 -0.168
0.096 0.097 0.257
-0.077 -0.138 0.393
-1.242 0.457 0.545
0.154 0.202 1.026
0.131 0.054 -0.646
-0.181 -0.074 -0.653
0.317 0.167 -0.024
-0.282 0.462 0.431
0.256 0.376 0.196
-0.113 -0.275 0.213
0.306 0.481 -0.386
0.060 0.110 -0.068
0.536 -0.141 0.242
-0.284 0.027 -0.165
0.280 -0.399 0.828
-0.267 -0.272 0.611
1.322 1.497 0.286
-0.260 -0.649 -0.539
0.480 1.056 1.390
0.385 0.534 -0.213
-0.797 -0.888 0.107
0.373 0.409 -0.059
-0.538 -0.779 -0.897
0.260 0.317 0.359
0.033 -0.019 -1.320
-0.050 -0.021 0.720

The value obtained for the HOMO-LUMO gap (alpha / beta) is 5.2 / 5.1 eV. Its LUMO energy (alpha / beta) is 2.349 / 2.349 eV. Its net charge is -1. The expectation value of S² is 2.012. The calculation puts the HOMO energy (alpha / beta) at -0.106 / -0.101 Ha. The calculation puts the relative energy (zero: lowest compared OMol25 entry of this formula, charge and spin) at 12.50 kcal/mol. The value obtained for the molecular weight is 644.18 g mol⁻¹. Its spin multiplicity is 3. The total energy comes out at -96561.5674 eV.

Which of these has the highest molecular weight?
C25H28Br2N4O4PtSe

Number 2 is which compound?
C25H28Br2N4O4PtSe